{
  "formula": "C36H77BN2O12S6",
  "method": "the ωB97M-V functional and the def2-TZVPD basis",
  "elements": ["S", "S", "S", "S", "S", "S", "O", "O", "O", "O", "O", "O", "O", "O", "O", "O", "O", "O", "N", "N", "C", "C", "C", "C", "C", "C", "C", "C", "C", "C", "C", "C", "C", "C", "C", "C", "C", "C", "C", "C", "C", "C", "C", "C", "C", "C", "C", "C", "C", "C", "C", "C", "C", "C", "C", "C", "B", "H", "H", "H", "H", "H", "H", "H", "H", "H", "H", "H", "H", "H", "H", "H", "H", "H", "H", "H", "H", "H", "H", "H", "H", "H", "H", "H", "H", "H", "H", "H", "H", "H", "H", "H", "H", "H", "H", "H", "H", "H", "H", "H", "H", "H", "H", "H", "H", "H", "H", "H", "H", "H", "H", "H", "H", "H", "H", "H", "H", "H", "H", "H", "H", "H", "H", "H", "H", "H", "H", "H", "H", "H", "H", "H", "H", "H"],
  "positions_angstrom": [[4.962506, 6.557571, 2.605222], [-4.201960, 1.565227, -4.744077], [0.962394, -2.928205, 4.360331], [4.988229, -0.219584, 1.567224], [-4.250618, -9.157455, -0.113851], [1.981239, -0.335397, -2.687116], [4.039020, 5.462892, 2.173465], [-4.794662, 1.928283, -3.420907], [0.378924, -1.665327, 3.807180], [9.527470, -1.020030, -2.994200], [5.390042, 1.120060, 2.495883], [6.284313, -0.682447, 0.958792], [3.098864, 0.492311, -3.233487], [-4.850742, -7.901609, -0.657750], [3.721744, 1.173991, 4.676134], [4.475183, -1.452149, 2.294825], [1.756506, 1.568618, 3.205876], [3.827597, 0.448845, 0.528744], [-6.639338, -2.805728, -0.053535], [8.186773, 0.905595, -3.121314], [1.218586, 1.898757, 0.113686], [8.522954, -0.467520, -3.545242], [5.230728, 2.289989, -1.628899], [4.281659, 2.049212, 2.256356], [-0.286741, -4.221452, 4.202601], [1.283463, -1.278701, -4.059225], [-7.083223, -5.095919, 0.664491], [5.101981, 2.670324, -0.074318], [-5.430915, 0.591647, -5.638566], [-2.543583, 3.050583, 0.952309], [0.022020, 2.749116, 0.767747], [2.888765, -0.162219, 6.577581], [-7.589097, -3.610539, 0.699512], [3.867857, 1.909807, 0.684732], [5.077596, 6.488806, 4.405571], [2.585636, 2.770466, 0.215054], [-3.853056, 3.662463, 0.192067], [-4.311004, 3.022865, -5.804018], [-6.378872, -0.515779, -1.259741], [-1.335730, 2.778555, -0.109195], [-3.110370, -9.796224, -1.359907], [3.312186, -0.179231, 5.015828], [5.943369, 0.883880, -1.924180], [-6.940296, 0.980086, -1.408695], [-5.130128, 2.917542, 0.840384], [-6.505230, 3.183704, -0.003958], [-5.523711, -3.529404, -0.616658], [-5.478786, -10.467534, -0.296487], [4.036526, 8.105058, 2.535863], [7.557792, 0.918281, -1.744103], [-7.003167, -1.360905, -0.051714], [7.741541, -1.300489, -4.668569], [-5.776743, -5.014473, -0.185648], [-7.267200, 1.734628, -0.025843], [2.079839, -3.599969, 3.112712], [2.717321, -1.752763, -1.845436], [3.186783, 1.574658, 3.383870], [-5.321127, 3.215478, 1.933818], [-8.141161, -1.181857, 0.048636], [2.490255, 3.642098, 0.970561], [-2.226814, 3.847920, 1.717072], [0.299342, 3.837952, 0.979662], [-7.858673, 1.010068, -2.084784], [6.849789, -1.859438, -4.222907], [-7.164093, 3.886292, 0.631033], [-5.233075, -0.499167, -1.137751], [-5.334942, 3.400912, -5.812894], [-2.743012, -10.775971, -1.049296], [-3.616892, -9.872716, -2.323755], [3.101856, 8.004934, 3.090733], [-2.767252, 2.081557, 1.511357], [-7.540572, -6.012595, 1.156498], [4.228543, 2.338273, -2.191023], [-4.860512, 1.791297, 0.840809], [-4.681522, -3.076650, -1.224404], [-1.114122, -3.986809, 4.873381], [2.076777, -1.813262, -4.585177], [-0.653261, -4.261818, 3.175214], [-6.305877, 3.573682, -1.056229], [-2.270350, -9.105852, -1.445629], [9.004346, 1.532898, -3.157192], [-8.541893, -3.277022, 1.230654], [8.466498, -2.076671, -5.090590], [4.511856, 3.184865, 2.330815], [7.886761, -0.032528, -1.176362], [4.212016, -0.861372, 4.832069], [2.765406, 0.896581, 6.996965], [-6.553936, -0.918359, 0.920959], [1.905325, -0.741006, 6.769824], [2.931106, -2.925695, 3.012053], [-3.644882, 3.789616, -5.406478], [-8.397982, 1.951826, 0.005582], [-6.922679, 1.193623, 0.915603], [4.852401, 3.792575, 0.007404], [5.647317, 7.346713, 4.766879], [3.248224, -1.393034, -0.963536], [1.321768, 0.940349, 0.754117], [-1.437663, 1.775181, -0.642440], [-6.573008, -1.039153, -2.274591], [-5.557428, -0.361843, -5.124194], [-6.314812, -10.252559, 0.369993], [-1.346446, 3.672500, -0.824439], [3.705776, -0.751493, 7.144641], [3.419871, -2.257477, -2.511406], [1.563333, -3.677973, 2.154060], [7.373643, -0.670428, -5.544865], [5.593729, 5.569011, 4.683987], [-3.732945, 3.334048, -0.908253], [0.798509, -0.583271, -4.745372], [-5.033568, -11.425252, -0.021078], [1.929444, -2.442563, -1.537129], [6.109772, 2.498193, 0.450267], [2.432332, -4.582763, 3.431273], [0.146630, -5.182416, 4.485116], [4.640294, 8.909857, 2.958726], [0.994827, 1.534500, -0.956625], [2.424582, -0.581660, 4.408518], [-5.081264, 0.409989, -6.656411], [-3.904425, 4.793464, 0.322740], [-5.083588, -5.889995, -0.428970], [7.896017, 1.861005, -1.178298], [5.901895, 3.106578, -2.105946], [5.488755, 0.000801, -1.355722], [4.077505, 6.490191, 4.842872], [5.770468, 0.654488, -3.043162], [-0.277343, 2.296599, 1.789690], [-6.384512, 1.122593, -5.657844], [-6.117606, 1.602026, -1.934642], [1.433216, 0.656764, 2.980386], [-3.997875, 2.761244, -6.816345], [2.761268, 3.286741, -0.802847], [0.543973, -1.984765, -3.677107], [3.815756, 8.329154, 1.491591], [-5.836301, -10.501771, -1.327269]],
  "atomic_forces_ev_per_a": [[-0.018, 0.010, 0.058], [-0.057, 0.062, 0.106], [0.032, -0.097, -0.170], [3.798, -4.617, 0.237], [-0.075, 0.165, -0.082], [0.185, -0.088, -0.103], [0.083, 0.158, 0.145], [0.283, 0.034, -0.603], [0.113, -0.237, -0.077], [-3.621, 1.708, -2.236], [-1.419, -1.268, -2.377], [-3.477, 2.556, 0.554], [-0.356, -0.314, 0.046], [0.224, -0.686, 0.010], [-1.103, -0.271, -3.163], [-0.439, 4.619, -1.502], [2.142, -1.276, -0.496], [1.667, -0.301, 1.464], [-1.884, -1.539, 0.888], [-0.454, -0.526, -0.155], [0.116, 0.311, 1.108], [3.444, -1.519, 1.510], [0.598, 0.225, -0.156], [-2.371, 1.707, -0.312], [-0.169, 0.041, -0.041], [0.031, -0.059, -0.133], [1.965, 4.899, -2.111], [-0.128, -0.538, -0.737], [-0.137, -0.010, 0.001], [0.118, 0.875, -1.024], [-1.072, -0.284, -0.259], [0.217, -1.185, 0.036], [3.128, -4.512, -1.128], [1.996, 2.851, 0.724], [-0.078, -0.059, 0.078], [-0.712, -0.992, 0.089], [0.343, -1.850, 1.061], [-0.063, 0.097, -0.016], [-0.005, -0.335, -0.640], [0.118, 0.598, 1.791], [0.013, -0.024, -0.125], [-0.558, -0.441, 1.610], [0.194, -0.009, -0.758], [0.865, 0.258, 0.461], [-0.003, 0.517, -1.151], [-0.013, -1.431, 1.736], [-2.989, -3.635, 2.535], [-0.097, -0.044, -0.088], [-0.150, 0.016, -0.010], [-0.936, -0.614, 0.259], [1.036, 1.798, 0.365], [0.146, 0.262, 0.000], [-1.389, 3.159, 0.576], [-0.330, 1.414, -0.854], [0.058, 0.041, -0.046], [0.111, -0.074, 0.017], [-1.090, -0.006, 1.934], [0.509, -0.358, -1.569], [1.813, -0.725, -0.461], [0.104, -1.611, -1.017], [-0.115, -1.335, -1.004], [-0.119, -1.510, -0.331], [1.140, -0.196, 0.944], [1.192, 0.912, -0.451], [1.085, -0.746, -1.316], [-1.705, 0.071, -0.083], [0.025, -0.077, 0.067], [-0.032, 0.056, 0.044], [-0.045, 0.048, 0.078], [0.061, -0.083, -0.016], [0.142, 1.319, -0.736], [0.722, 1.572, -0.860], [1.437, -0.177, 1.073], [-0.596, 1.752, -0.111], [-1.530, -0.524, 1.033], [0.111, 0.054, -0.030], [0.025, 0.064, 0.070], [0.058, 0.078, 0.033], [-0.323, -0.448, 1.490], [-0.120, 0.002, 0.093], [-0.322, -1.046, 0.123], [1.814, 0.040, -1.149], [-0.940, 1.109, 0.839], [0.376, -2.007, 0.308], [-0.399, 1.722, -0.619], [-1.295, 0.926, 0.331], [0.355, -1.563, -0.807], [-0.727, -0.627, -1.511], [1.517, 0.984, -0.486], [-0.112, 0.013, 0.061], [-0.023, -0.142, 0.046], [1.635, -0.598, 0.231], [-0.734, 0.538, -1.349], [0.352, -1.747, 0.068], [0.002, -0.033, -0.087], [-0.108, 0.075, -0.114], [-0.027, 1.516, -1.164], [-0.188, 1.456, 0.535], [0.257, 0.578, 1.688], [0.089, 0.105, 0.033], [0.129, 0.076, -0.019], [0.204, -1.491, 0.666], [-1.300, 1.220, -0.590], [-0.041, 0.089, -0.044], [-0.073, 0.046, 0.082], [0.421, -0.581, 1.416], [-0.027, 0.055, -0.127], [-0.593, 0.804, 1.587], [0.060, 0.026, 0.126], [0.030, 0.075, 0.022], [-0.022, 0.082, -0.024], [-1.468, 0.100, -0.699], [-0.054, 0.050, 0.061], [0.051, 0.093, 0.021], [0.037, -0.086, -0.027], [0.388, 0.936, 1.653], [1.327, 0.884, 0.705], [0.048, 0.023, 0.066], [0.081, -1.502, -0.398], [-1.298, 1.616, 0.397], [-0.462, -1.489, -0.882], [-1.026, -1.271, 0.672], [0.640, 1.488, -0.632], [0.011, -0.013, -0.103], [0.200, 0.389, 1.786], [0.711, 0.682, -1.645], [0.075, 0.033, 0.059], [-1.557, -1.303, 0.809], [0.085, 1.090, 0.499], [0.015, -0.042, 0.069], [0.049, -1.097, 1.596], [0.028, 0.067, 0.042], [0.080, -0.106, 0.058], [0.057, 0.080, 0.034]],
  "mulliken_charge": [0.395, 0.379, 0.555, 1.136, 0.486, 0.611, -0.488, -0.555, -0.569, -0.560, -0.424, -0.613, -0.620, -0.617, -0.560, -0.643, -0.433, 0.300, 0.288, -0.307, 0.221, 0.496, -0.841, -0.393, -1.056, -1.128, -0.553, -1.091, -0.956, -0.630, -0.526, -1.163, -0.310, 1.189, -1.008, -0.860, -0.330, -1.003, -0.537, -0.452, -0.957, 0.590, 0.282, 0.249, -0.546, -0.594, -0.329, -0.958, -1.038, -0.641, -0.574, -0.870, -0.268, -0.821, -0.462, -0.615, 0.469, 0.266, 0.312, 0.277, 0.251, 0.233, 0.345, 0.146, 0.380, 0.264, 0.303, 0.372, 0.310, 0.321, 0.334, 0.313, 0.332, 0.198, 0.288, 0.349, 0.344, 0.317, 0.289, 0.304, 0.303, 0.252, 0.322, -0.040, 0.220, 0.266, 0.305, 0.197, 0.232, -0.085, 0.326, 0.368, 0.293, 0.407, 0.428, -0.291, 0.040, 0.234, 0.277, 0.290, 0.315, 0.237, 0.286, 0.412, 0.283, 0.309, 0.309, 0.165, 0.362, 0.368, 0.483, 0.410, 0.413, 0.391, 0.404, 0.124, -0.366, 0.408, 0.280, 0.354, 0.394, 0.352, -0.293, 0.304, 0.326, 0.128, 0.303, -0.286, 0.220, 0.402, 0.244, 0.381, 0.328, 0.308],
  "homo_energy_ev": -7.20,
  "orbital_gap_ha": 0.27177,
  "total_energy_ev": -131806.563
}